82
Properties=species:S:1:pos:R:3:forces:R:3 method="wB97M-V/def2-TZVPD" total_energy_ha=-2161.96046 s2=0.7539 orbital_gap_ev="3.9 / 3.9" charge=-1 homo_energy_ha="-0.169 / -0.169" fmax_ev_per_a=1.93 spin_multiplicity=2
C 1.758127 -0.243876 -1.834796 -0.23 0.04 -0.22
C 1.171097 0.512841 -3.036277 0.50 -0.73 0.21
C 0.353700 1.689123 -2.576690 0.35 0.19 -0.42
O 0.628441 2.280570 -1.573471 0.01 0.33 0.85
O -0.665986 2.045585 -3.370825 -0.52 -0.74 -0.09
C -1.973615 1.987532 -2.666062 0.54 0.48 -0.62
C -3.011031 1.503888 -3.661067 -0.05 0.33 0.14
C -4.236907 0.744487 -3.071656 -0.05 -0.13 -0.68
C -5.467838 1.383785 -3.826480 -0.35 0.54 -0.26
O -5.863485 0.806647 -4.858663 0.17 -0.14 0.04
O -5.895516 2.456065 -3.339177 0.19 -0.08 0.12
C -4.483190 0.945852 -1.562207 -0.06 -0.69 -0.17
C -4.109491 -0.185421 -0.569138 -0.72 0.66 1.20
C -5.232433 -0.174577 0.503304 -0.16 -0.43 -0.52
C -2.777979 0.073957 0.198180 -0.10 -0.31 -0.12
N -4.151142 -1.546228 -1.152361 1.83 0.57 0.17
O -3.815628 -2.457768 -0.313860 -0.53 -0.15 -0.06
C -3.556165 -1.714646 -2.492149 -0.49 -1.01 -1.40
C -2.026097 -1.676708 -2.501972 0.21 0.26 0.56
C -3.962701 -3.139654 -2.971747 0.17 0.19 0.72
C -4.199393 -0.738424 -3.484723 -0.08 -0.07 1.02
H 2.559679 0.307981 -1.357915 -0.08 0.09 0.10
H 0.975282 -0.422634 -1.099677 0.10 0.00 0.14
H 2.148188 -1.216122 -2.138571 0.04 0.02 -0.10
H 0.586976 -0.189954 -3.627296 -0.19 0.28 -0.21
H 2.007360 0.863622 -3.645328 -0.18 0.14 -0.24
H -2.165170 3.006030 -2.336068 -0.17 -0.09 0.29
H -1.839372 1.329753 -1.815006 -0.09 0.01 0.06
H -2.501132 0.903750 -4.414418 0.00 -0.20 0.10
H -3.375581 2.382569 -4.195902 -0.02 0.01 0.01
H -5.553234 1.115275 -1.464907 -0.03 0.01 -0.05
H -4.027380 1.856639 -1.177796 -0.01 0.09 -0.11
H -5.511459 0.851764 0.723526 0.12 0.04 0.22
H -6.103137 -0.685421 0.084729 -0.09 0.14 -0.01
H -4.940272 -0.718153 1.398157 0.04 0.08 0.09
H -2.420863 1.084612 0.028347 0.17 -0.06 -0.09
H -2.019745 -0.672114 -0.028963 0.13 0.16 -0.18
H -2.947287 0.011737 1.270296 -0.04 -0.10 0.02
H -1.655182 -2.231353 -3.362904 -0.04 0.11 -0.15
H -1.635754 -2.167126 -1.607532 -0.02 -0.11 -0.04
H -1.608255 -0.670396 -2.528060 -0.08 0.06 -0.06
H -4.849977 -3.452628 -2.424519 -0.16 -0.02 -0.22
H -3.178144 -3.854497 -2.723604 -0.03 -0.11 -0.10
H -4.154771 -3.137671 -4.041883 0.06 -0.04 -0.05
H -5.219152 -1.093987 -3.629645 -0.10 0.18 -0.05
H -3.707989 -0.859602 -4.447828 0.00 0.06 -0.07
C 5.959540 -0.600296 3.069290 -0.25 0.28 -0.03
C 4.731489 -0.880603 2.642424 0.04 0.05 0.01
C 4.237301 -0.380022 1.337154 -0.02 -0.02 -0.02
O 3.120420 -0.629754 0.942894 0.07 -0.05 0.11
C 5.169959 0.447171 0.523418 0.03 0.01 0.00
C 6.398341 0.724453 0.950895 -0.01 0.00 -0.02
C 6.886845 0.220233 2.257276 0.06 -0.02 0.02
O 8.012381 0.466847 2.646899 0.01 -0.04 -0.02
H 6.339193 -0.945828 4.014824 0.02 0.01 0.07
H 4.039856 -1.483047 3.216939 -0.03 0.01 -0.01
H 4.790343 0.803841 -0.425582 -0.04 -0.01 0.01
H 7.093905 1.322642 0.375846 0.02 0.00 0.02
C -3.814386 5.784456 3.030572 0.02 -0.03 -0.01
C -3.304145 4.677508 2.498651 0.01 0.05 0.02
C -4.149207 3.480254 2.254733 -0.01 0.00 -0.06
O -3.684027 2.471924 1.773831 0.00 0.12 0.12
C -5.585497 3.568732 2.623148 -0.04 0.02 0.03
C -6.093678 4.676792 3.155133 0.01 -0.04 -0.01
C -5.249110 5.871712 3.400940 -0.01 0.01 -0.01
O -5.712240 6.882616 3.886710 0.00 0.00 0.02
H -3.217891 6.668260 3.217850 -0.03 0.02 0.00
H -2.261680 4.591245 2.219129 -0.01 -0.04 -0.03
H -6.183451 2.686476 2.433130 0.03 -0.02 -0.03
H -7.136754 4.763301 3.431161 0.00 0.03 0.00
C 9.427750 -2.950825 3.602599 0.06 0.02 0.01
C 10.588441 -3.600530 3.619101 -0.03 0.01 0.00
C 10.648396 -5.075893 3.463586 0.01 0.01 0.00
O 11.704875 -5.669230 3.480678 0.01 -0.01 0.00
C 9.362910 -5.799807 3.285950 -0.03 0.01 0.00
C 8.201814 -5.151512 3.268978 0.01 -0.04 0.00
C 8.145650 -3.677478 3.426773 0.02 0.08 -0.03
O 7.090531 -3.078459 3.409971 0.11 -0.35 0.04
H 9.357019 -1.874518 3.711023 -0.04 0.00 -0.03
H 11.536428 -3.093370 3.744644 0.02 -0.03 0.00
H 9.430862 -6.874245 3.172898 0.03 0.00 0.00
H 7.253231 -5.657356 3.141205 -0.02 0.03 0.00


78
Properties=species:S:1:pos:R:3:forces:R:3 method="wB97M-V/def2-TZVPD" total_energy_ha=-4639.37133 relative_energy_kj_mol=165.42 orbital_gap_ev=4.9 charge=+2 homo_energy_ha=-0.466 fmax_ev_per_a=1.28
Au -0.185965 -0.408694 -0.733152 0.07 1.26 0.21
C -1.243004 4.283064 0.267585 0.08 -0.16 -0.50
Sb -0.193963 2.535771 0.886383 -0.43 -1.02 0.57
C 1.405810 3.539572 1.866782 0.31 -0.16 -0.27
C -1.533874 2.005031 2.537969 0.82 0.24 -0.20
C -1.263512 2.865423 3.742748 -0.34 -0.02 0.03
C -2.108815 3.978574 3.875366 -0.08 -0.10 0.01
C -2.090350 4.795479 4.987145 0.04 0.05 -0.08
C -1.195233 4.514591 6.007503 0.05 0.04 0.03
C -0.330668 3.445221 5.874658 0.08 0.12 -0.07
C -0.311167 2.620370 4.743936 -0.04 -0.09 0.05
C 0.784039 1.565583 4.783130 -0.08 0.03 -0.08
Sb 1.152499 0.018927 3.330460 -0.06 -0.02 0.17
C 2.881884 -0.702788 4.365996 -0.01 0.03 -0.03
C -0.184568 -1.384864 4.263969 -0.04 0.01 -0.14
H -2.221039 4.023685 -0.131553 -0.01 0.00 0.04
H -0.672685 4.807929 -0.496361 -0.01 0.02 0.02
H -1.343403 4.912463 1.151364 0.03 -0.07 0.05
H 0.995480 4.046063 2.740084 -0.10 -0.06 -0.03
H 1.812025 4.269604 1.168010 -0.01 0.00 0.02
H 2.190446 2.847117 2.161102 -0.02 0.02 0.01
H -1.430325 0.934856 2.696340 -0.10 0.00 0.09
H -2.517875 2.225502 2.127281 -0.05 -0.14 0.06
H -2.831868 4.169877 3.089388 -0.03 -0.01 0.05
H -2.773572 5.630376 5.065436 0.01 0.00 -0.02
H -1.158549 5.136423 6.892126 -0.02 -0.05 0.02
H 0.377686 3.243275 6.670290 0.00 0.00 -0.03
H 0.692010 1.015650 5.722612 0.06 0.00 0.02
H 1.743060 2.090733 4.835682 -0.01 -0.01 0.05
H 2.702232 -0.669438 5.440220 0.01 0.00 -0.01
H 3.758238 -0.102831 4.125506 -0.01 -0.01 0.01
H 3.071880 -1.734920 4.070559 0.01 0.02 0.01
H 0.084538 -1.467115 5.316402 -0.01 -0.01 -0.01
H -0.113247 -2.370169 3.802556 0.01 0.01 0.03
H -1.214837 -1.034880 4.189300 0.01 -0.03 0.01
S -1.216473 1.248555 -1.966646 0.18 -0.28 -0.01
C -1.305842 0.599713 -3.615452 -0.15 -0.07 0.01
C -1.731781 1.476165 -4.612232 -0.01 0.10 0.05
C -1.866652 1.034691 -5.917942 0.00 -0.03 0.02
C -1.561877 -0.279213 -6.261811 -0.03 0.05 0.02
C -1.133664 -1.151167 -5.278804 -0.07 -0.03 0.08
C -1.022775 -0.707692 -3.960035 -0.01 -0.22 -0.29
As -0.426173 -1.948385 -2.646221 -0.01 0.74 -0.28
C -1.710912 -3.328229 -2.461581 -0.01 -0.06 0.48
C -1.364634 -4.518653 -1.818414 0.00 0.03 -0.06
C -2.346900 -5.460563 -1.562381 -0.01 -0.04 0.00
C -3.669921 -5.191220 -1.896184 0.01 0.02 -0.04
C -4.016092 -3.987899 -2.498072 0.01 -0.05 0.01
C -3.037388 -3.048832 -2.783746 0.03 0.02 -0.09
C 1.269049 -2.575289 -3.243007 0.19 -0.11 0.32
C 1.454004 -3.870034 -3.716685 -0.09 0.04 0.01
C 2.712578 -4.249238 -4.162320 0.04 0.00 -0.03
C 3.764971 -3.345529 -4.131053 0.00 0.03 -0.01
C 3.571455 -2.048682 -3.664432 0.00 -0.04 -0.02
C 2.323582 -1.662783 -3.208255 -0.07 -0.04 0.01
H -1.958240 2.503942 -4.356563 0.00 0.00 -0.04
H -2.210094 1.725165 -6.676769 0.03 0.00 0.00
H -1.654514 -0.613833 -7.285674 0.02 0.00 0.01
H -0.883718 -2.176493 -5.526062 0.00 0.00 -0.06
H -0.336588 -4.705003 -1.529229 0.01 -0.06 -0.04
H -2.088087 -6.407326 -1.106335 0.01 0.03 0.02
H -4.436294 -5.925423 -1.685979 0.01 0.00 0.00
H -5.049882 -3.781599 -2.739405 0.01 0.00 -0.04
H -3.297281 -2.114022 -3.265271 -0.04 0.01 0.02
H 0.626094 -4.565527 -3.761053 0.02 -0.04 0.00
H 2.870828 -5.249380 -4.543078 -0.02 0.00 0.01
H 4.742916 -3.648955 -4.481060 -0.02 0.01 0.00
H 4.392310 -1.344109 -3.664889 -0.01 0.00 0.03
H 2.159044 -0.656678 -2.837025 0.05 0.04 -0.03
N 0.852038 -3.912121 1.317201 0.13 0.03 0.00
C 2.141995 -3.509316 1.047999 -0.04 -0.02 0.08
C 2.041151 -2.274697 0.499765 -0.09 0.16 -0.06
N 0.703327 -1.924496 0.443724 -0.17 -0.19 -0.30
C 0.013342 -2.941708 0.933743 0.05 0.07 0.07
H 0.587904 -4.786813 1.743116 -0.04 0.02 0.03
H 3.000534 -4.118169 1.271846 -0.04 0.00 0.01
H 2.817266 -1.618383 0.146477 -0.01 0.00 0.03
H -1.060019 -2.991628 1.017427 0.02 -0.03 0.02